*A*
Computed, not measured: C39H26Br2F7N4O3S2TeTi as an isolated structure, with wB97M-V/def2-TZVPD.

The HOMO-LUMO gap is 0.2625 Ha. Its spin multiplicity is 1. The charge is +1. The calculation puts the LUMO energy at -0.1229 hartree.

XYZ file:
```
85
Properties=species:S:1:pos:R:3:mulliken_charge:R:1
Ti -0.6215 -0.2572 0.1610 -0.614
Br -4.8749 2.1104 0.2097 -0.136
C -3.8880 1.5122 1.6903 0.093
C -4.2146 1.9802 2.9826 -0.420
C -3.5553 1.5208 4.0860 -0.037
Br -4.0537 2.1518 5.7930 -0.192
C -2.5079 0.5709 3.9612 0.193
C -1.8119 -0.0524 5.0186 -0.833
C -0.8668 -1.0008 4.7350 -1.406
C -0.5469 -1.2823 3.3963 0.096
N -1.1397 -0.6869 2.3870 0.643
C -2.1590 0.1749 2.6601 0.657
C -2.8758 0.6059 1.5150 -0.215
O -2.5143 0.0528 0.3622 -0.495
H -5.0151 2.6986 3.0896 0.475
H -2.0503 0.2058 6.0415 0.404
H -0.3494 -1.5272 5.5240 0.491
H 0.2205 -2.0093 3.1577 0.446
F -2.4630 4.0076 -2.6180 -0.381
C -1.7108 3.5884 -1.5925 0.163
C -1.4971 2.2350 -1.4226 -0.735
C -0.7230 1.8059 -0.3556 1.844
C -0.1576 2.7434 0.5182 -0.069
C -0.4201 4.0953 0.3085 0.478
F 0.1084 5.0282 1.1298 -0.389
C -1.1948 4.5453 -0.7351 -0.950
C 0.7631 2.1951 1.5179 -0.193
C 1.5103 2.9253 2.4442 -0.602
C 2.4401 2.2754 3.2300 -0.987
C 2.6295 0.9083 3.0750 -1.078
C 1.8261 0.2475 2.1722 0.057
N 0.8951 0.8559 1.4337 1.096
H -1.9514 1.5322 -2.1071 0.582
H -1.3870 5.5988 -0.8775 0.557
H 1.3672 3.9893 2.5268 0.746
H 3.0236 2.8337 3.9504 0.487
H 3.3650 0.3625 3.6483 0.622
H 1.9307 -0.8182 2.0282 -0.118
F -1.0850 -0.5539 -1.5774 -0.262
Te 1.6204 -1.2653 -2.2898 1.627
F 2.7488 -2.6324 -1.7192 -0.446
F 2.2549 -1.6022 -3.9893 -0.319
F 0.3195 -2.5161 -2.6394 -0.328
F 0.8615 0.2289 -3.0786 -0.354
O 1.2203 -0.8057 -0.5687 0.210
N -3.1657 -2.4431 -0.7819 -0.223
C -2.0816 -3.1372 -0.4235 0.260
N -1.0152 -2.6330 0.1543 0.921
C -0.0892 -3.6474 0.4201 -0.865
C 1.1587 -3.4937 1.0148 0.496
C 1.9647 -4.6009 1.2173 -1.108
C 1.5504 -5.8716 0.8272 -0.697
C 0.3172 -6.0449 0.2224 -0.461
C -0.4835 -4.9308 0.0292 0.655
S -2.0620 -4.8615 -0.6961 -0.367
H -3.1676 -1.4373 -0.6792 0.181
H -3.8767 -2.8791 -1.3400 0.223
H 1.5157 -2.5102 1.2761 -0.097
H 2.9367 -4.4739 1.6760 0.443
H 2.1934 -6.7254 0.9896 0.419
H -0.0131 -7.0257 -0.0921 0.428
O 3.2855 -0.1157 -2.2155 -0.462
S 4.0155 0.1500 -0.8488 0.942
C 5.7124 -0.0154 -1.2733 0.284
C 6.4040 -1.0441 -0.6484 -0.171
C 7.7386 -1.2425 -0.9735 -0.730
C 8.3440 -0.4274 -1.9167 -0.433
C 7.6315 0.5909 -2.5459 -0.735
C 6.3054 0.8082 -2.2260 -0.528
C 3.8330 1.9102 -0.6680 0.452
C 4.6410 2.5499 0.2675 -0.636
C 4.4990 3.9150 0.4416 -0.769
C 3.5674 4.6194 -0.3140 -0.531
C 2.7677 3.9605 -1.2336 -0.584
C 2.8826 2.5867 -1.4118 -0.297
H 5.9064 -1.6803 0.0726 0.462
H 8.2984 -2.0346 -0.4961 0.433
H 9.3833 -0.5860 -2.1717 0.410
H 8.1150 1.2133 -3.2861 0.425
H 5.7378 1.5952 -2.7049 0.423
H 5.3771 1.9972 0.8379 0.494
H 5.1250 4.4329 1.1556 0.473
H 3.4690 5.6889 -0.1849 0.437
H 2.0464 4.5099 -1.8234 0.489
H 2.2584 2.0684 -2.1272 0.535
```

***

*B*
Computed, not measured: C39H26Br2F7N4O3S2TeTi as an isolated structure, with wB97M-V/def2-TZVPD.

The HOMO-LUMO gap is 0.2663 Ha. Its spin multiplicity is 1. The charge is +1. The calculation puts the LUMO energy at -0.1235 hartree.

XYZ file:
```
85
Properties=species:S:1:pos:R:3:mulliken_charge:R:1
Ti -0.0987 -0.7613 -0.7356 -0.821
Br -1.0103 3.4948 -3.1757 -0.133
C -1.0748 3.2662 -1.3090 -0.216
C -1.4858 4.3373 -0.4864 -0.216
C -1.5143 4.2029 0.8703 -0.121
Br -1.9999 5.6858 1.9359 -0.144
C -1.1634 2.9735 1.4882 1.380
C -1.1575 2.7065 2.8732 -1.145
C -0.7890 1.4649 3.3147 -1.408
C -0.4483 0.4667 2.3843 -0.490
N -0.4563 0.6802 1.0885 1.388
C -0.7826 1.9190 0.6429 -0.803
C -0.6998 2.0644 -0.7665 0.323
O -0.2550 1.0206 -1.4404 -0.616
H -1.7620 5.2758 -0.9467 0.529
H -1.4444 3.4830 3.5696 0.450
H -0.7758 1.2295 4.3698 0.556
H -0.1739 -0.5288 2.7116 0.436
F 0.5820 -4.5127 3.1734 -0.395
C -0.2837 -3.7245 2.5224 0.619
C 0.1836 -2.9017 1.5118 -1.235
C -0.7076 -2.0920 0.8189 1.047
C -2.0699 -2.1038 1.1694 0.609
C -2.4773 -2.9350 2.2084 0.840
F -3.7663 -2.9742 2.5944 -0.349
C -1.6103 -3.7588 2.8970 -1.156
C -2.9705 -1.2620 0.3649 -0.195
C -4.3598 -1.2165 0.4680 -0.518
C -5.0806 -0.4138 -0.3964 -0.891
C -4.4125 0.3299 -1.3558 -1.403
C -3.0368 0.2452 -1.4011 -0.416
N -2.3317 -0.5203 -0.5615 1.373
H 1.2409 -2.9276 1.2918 0.187
H -1.9635 -4.3971 3.6939 0.551
H -4.8687 -1.8108 1.2064 0.707
H -6.1596 -0.3779 -0.3241 0.481
H -4.9370 0.9605 -2.0590 0.575
H -2.4676 0.7900 -2.1429 0.499
F 3.5501 -0.0231 -1.5491 -0.365
Te 3.3754 -1.0835 -0.0457 1.720
F 3.5026 -2.0794 1.5274 -0.430
F 3.0867 -2.6193 -1.0118 -0.370
F 1.0828 -1.0908 -2.0765 -0.691
F 5.1869 -1.3762 -0.2088 -0.342
O 1.6512 -0.6427 0.3309 0.820
N -0.8213 -0.6422 -3.9037 -0.151
C -1.4062 -1.7517 -3.4055 0.154
N -1.1670 -2.2636 -2.2200 0.468
C -1.9428 -3.4281 -2.0360 -0.689
C -1.8458 -4.3534 -0.9995 -0.239
C -2.7005 -5.4414 -0.9788 -0.762
C -3.6444 -5.6444 -1.9831 -0.633
C -3.7140 -4.7723 -3.0530 -0.489
C -2.8525 -3.6857 -3.0660 0.761
S -2.6571 -2.5175 -4.3376 -0.329
H 0.0874 -0.3896 -3.5403 0.067
H -1.0088 -0.3984 -4.8607 0.283
H -1.0943 -4.2444 -0.2355 0.588
H -2.6191 -6.1563 -0.1706 0.455
H -4.3020 -6.5019 -1.9447 0.410
H -4.4076 -4.9403 -3.8660 0.411
O 3.9716 0.5003 1.0150 -0.467
S 3.0908 0.9784 2.2440 1.057
C 4.3038 1.3348 3.4576 0.164
C 4.2248 0.5897 4.6271 -0.165
C 5.1801 0.7949 5.6121 -0.771
C 6.1912 1.7202 5.4049 -0.416
C 6.2638 2.4502 4.2206 -0.780
C 5.3150 2.2653 3.2342 -0.429
C 2.5950 2.5888 1.6860 0.560
C 2.2888 3.5566 2.6356 -0.602
C 1.8327 4.7894 2.1998 -0.865
C 1.6924 5.0384 0.8397 -0.563
C 1.9985 4.0572 -0.0913 -0.604
C 2.4441 2.8106 0.3258 -0.318
H 3.4373 -0.1421 4.7573 0.497
H 5.1377 0.2276 6.5313 0.438
H 6.9386 1.8751 6.1716 0.411
H 7.0640 3.1617 4.0709 0.423
H 5.3555 2.8221 2.3069 0.458
H 2.4163 3.3600 3.6927 0.554
H 1.5928 5.5593 2.9205 0.483
H 1.3397 6.0059 0.5076 0.444
H 1.8885 4.2527 -1.1498 0.451
H 2.6800 2.0427 -0.3987 0.515
```

***

Question: which arrangement is favored energetically? Ranking from most to least stable: *B*, *A*.

***

*A*
Computed, not measured: a 2-piece molecular cluster, C3H5F2NS overall, with wB97M-V/def2-TZVPD.

The HOMO-LUMO gap (spin up / spin down) is 0.2710 / 0.2280 Ha. Its spin multiplicity is 1. The calculation puts the LUMO energy (spin up / spin down) at -0.0729 / -0.0997 hartree.

XYZ file:
```
12
Properties=species:S:1:pos:R:3:nbo_charge:R:1
C -1.0210 -0.6463 -0.2062 -0.104
C 0.5068 1.2303 1.0388 -0.732
C 0.1844 0.1799 0.0023 0.686
N -0.9600 -1.7546 -0.8779 -0.702
F 1.1297 -0.0397 -0.8811 -0.263
F 1.4671 -2.5765 -0.4079 -0.605
S -2.3718 0.1537 0.4765 -0.040
H 1.4685 1.6214 0.6990 0.253
H -0.3164 1.8575 1.1730 0.282
H 0.5812 0.7203 2.1658 0.286
H 0.6772 -2.2247 -0.6819 0.549
H -1.7603 -2.3880 -1.0081 0.391
```

***

*B*
Computed, not measured: a 2-piece molecular cluster, C3H5F2NS overall, with wB97M-V/def2-TZVPD.

The HOMO-LUMO gap is 0.3833 Ha. The SMILES is [H]/N=C1\S[C@]1(C)F.F. Its spin multiplicity is 1. The calculation puts the LUMO energy at 0.0131 hartree.

XYZ file:
```
12
Properties=species:S:1:pos:R:3:nbo_charge:R:1
C -0.9697 -0.4432 -0.2113 0.213
C 0.6125 1.2461 1.0446 -0.653
C -0.1577 0.7606 -0.1804 0.244
N -0.9618 -1.6611 -0.4389 -0.668
F 0.4252 1.0583 -1.3050 -0.304
F 1.5534 -1.6988 -0.9017 -0.641
S -1.9219 1.0574 -0.3138 0.146
H 1.3186 0.4418 1.2621 0.247
H 1.3766 1.9917 0.6815 0.242
H -0.0295 1.5684 1.7660 0.228
H 0.5861 -2.1651 -0.8395 0.563
H -1.8318 -2.1562 -0.5636 0.383
```

***

Question: which arrangement is favored energetically? Ranking from most to least stable: *B*, *A*.

***

*A*
Computed, not measured: one molecule with the formula C2H5N3O, with wB97M-V/def2-TZVPD.

The HOMO-LUMO gap is 0.3834 Ha. The SMILES is [H]/N=C(N)\C=N/O. Its spin multiplicity is 1. The calculation puts the LUMO energy at 0.0033 hartree.

XYZ file:
```
11
Properties=species:S:1:pos:R:3:nbo_charge:R:1
C 0.0266 -0.4830 -0.1015 0.329
C 0.3878 0.8387 -0.6759 -0.090
H 0.4612 -2.3207 0.1592 0.397
H 1.7376 -1.1929 0.0933 0.371
H -1.6664 0.0735 0.3594 0.347
H 0.9289 0.8275 -1.5246 0.214
H -0.6765 0.8055 1.0450 0.444
N 0.8731 -1.5121 -0.3562 -0.776
N -1.0859 -0.8259 0.4053 -0.647
N -0.0993 1.9338 -0.3315 -0.026
O -0.8871 1.8554 0.9274 -0.564
```

***

*B*
Computed, not measured: one molecule with the formula C2H5N3O, with wB97M-V/def2-TZVPD.

The HOMO-LUMO gap is 0.3285 Ha. Its spin multiplicity is 1. The calculation puts the LUMO energy at 0.0132 hartree.

XYZ file:
```
11
Properties=species:S:1:pos:R:3:nbo_charge:R:1
N 2.0379 0.2192 -0.5167 -0.623
C -1.2654 0.0555 0.6532 0.095
C -1.6257 0.0281 -0.6304 -0.471
O -0.4566 -1.0241 1.4686 -0.367
N 0.4776 -0.1895 0.9380 0.000
N 1.2262 -0.6796 0.0506 -0.035
H 2.8127 -0.1955 -1.0091 0.386
H 2.2136 1.0923 -0.0269 0.371
H -1.8982 0.4781 1.4212 0.206
H -2.5558 0.4906 -0.9214 0.221
H -0.9662 -0.2751 -1.4272 0.217
```

***

Question: which arrangement is favored energetically? Ranking from most to least stable: *A*, *B*.

***

*A*
Computed, not measured: one molecule with the formula C2H5N3O, with wB97M-V/def2-TZVPD.

The HOMO-LUMO gap is 0.3969 Ha. The SMILES is [H]/N=C/NC(N)=O. Its spin multiplicity is 1. The calculation puts the LUMO energy at 0.0296 hartree.

XYZ file:
```
11
Properties=species:S:1:pos:R:3:nbo_charge:R:1
N 0.9265 -1.0612 1.5301 -0.837
C 0.7191 0.0545 0.7571 0.786
O 1.0146 1.1825 1.0956 -0.628
N 0.0719 -0.2427 -0.4424 -0.656
C -0.6734 0.7429 -1.0848 0.283
N -1.7529 0.4078 -1.6590 -0.676
H 1.5156 -0.9186 2.3334 0.406
H 0.9648 -1.9691 1.0933 0.388
H -0.3576 -1.1571 -0.5241 0.398
H -0.2326 1.7418 -1.0211 0.188
H -2.1960 1.2193 -2.0781 0.347
```

***

*B*
Computed, not measured: one molecule with the formula C2H5N3O, with wB97M-V/def2-TZVPD.

The HOMO-LUMO gap is 0.3863 Ha. The SMILES is [H]/N=C/N(N)C=O. Its spin multiplicity is 1. The calculation puts the LUMO energy at 0.0334 hartree.

XYZ file:
```
11
Properties=species:S:1:pos:R:3:nbo_charge:R:1
C -0.6093 -0.8908 0.0292 0.268
C 1.6080 0.0347 -0.1022 0.525
H -0.1803 2.1213 0.8054 0.371
H -1.1043 1.5623 -0.5864 0.393
H -0.0276 -1.8795 0.2877 0.204
H -2.3277 -1.7319 -0.0493 0.363
H 2.3147 0.8765 -0.2543 0.159
N -0.1620 1.6054 -0.1000 -0.670
N 0.2570 0.2178 0.1366 -0.336
N -1.8668 -0.8316 -0.1097 -0.690
O 2.0982 -1.0842 -0.0570 -0.585
```

***

*C*
Computed, not measured: a 2-piece molecular cluster, C2H5N3O overall, with wB97M-V/def2-TZVPD.

The HOMO-LUMO gap is 0.3961 Ha. The SMILES is NC(N)=O.C#N. Its spin multiplicity is 1. The calculation puts the LUMO energy at 0.0171 hartree.

XYZ file:
```
11
Properties=species:S:1:pos:R:3:nbo_charge:R:1
C -0.3573 -0.1117 0.4807 0.750
N 0.7789 -0.4456 1.1258 -0.840
N -1.3150 -1.0601 0.4893 -0.827
O -0.5956 1.0686 0.1223 -0.658
C 0.7192 1.4374 -1.8102 0.101
N 1.2295 2.4306 -2.1505 -0.355
H 0.5565 0.3422 -1.7480 0.221
H 0.7264 -1.1532 1.8441 0.396
H 1.4193 0.3258 1.2672 0.416
H -2.1481 -0.8138 -0.0295 0.410
H -1.0139 -2.0202 0.4089 0.386
```

***

Question: which arrangement is favored energetically? Ranking from most to least stable: *A*, *C*, *B*.

***

*A*
Computed, not measured: one molecule with the formula C2H5N3O, with wB97M-V/def2-TZVPD.

The HOMO-LUMO gap is 0.3814 Ha. The SMILES is [H]/N=C(/N)ON=C. Its spin multiplicity is 1. The calculation puts the LUMO energy at 0.0349 hartree.

XYZ file:
```
11
Properties=species:S:1:pos:R:3:nbo_charge:R:1
C -0.0765 -0.9194 -0.5421 0.668
C 0.4985 2.0606 1.0469 -0.113
H -2.0026 -1.3905 -0.0868 0.386
H -1.1487 -2.6179 -0.9128 0.405
H 1.7188 -0.5885 -0.8577 0.366
H 1.3187 2.7447 1.3002 0.199
H -0.5049 2.3512 1.3062 0.180
N -1.2562 -1.6084 -0.7347 -0.826
N 1.0322 -1.3299 -0.9762 -0.749
N 0.7774 1.0101 0.3810 -0.118
O -0.3567 0.2879 0.0761 -0.397
```

***

*B*
Computed, not measured: one molecule with the formula C2H5N3O, with wB97M-V/def2-TZVPD.

The HOMO-LUMO gap is 0.4074 Ha. The SMILES is [H]/N=C/NC(N)=O. Its spin multiplicity is 1. The calculation puts the LUMO energy at 0.0317 hartree.

XYZ file:
```
11
Properties=species:S:1:pos:R:3:nbo_charge:R:1
N 1.2302 0.1398 -1.7098 -0.838
C 0.1468 0.0604 -0.8699 0.780
O -0.9533 0.4657 -1.2046 -0.637
N 0.3518 -0.4627 0.4067 -0.687
C -0.7957 -0.2243 1.2118 0.296
N -0.7807 0.6170 2.1519 -0.632
H 0.9373 0.4214 -2.6349 0.405
H 1.9767 -0.5369 -1.6711 0.392
H 1.2513 -0.3287 0.8563 0.405
H -1.6564 -0.8117 0.8882 0.169
H -1.7080 0.6601 2.5754 0.346
```

***

Question: which arrangement is favored energetically? Ranking from most to least stable: *B*, *A*.

***

*A*
Computed, not measured: one molecule with the formula C6H11N2P, with wB97M-V/def2-TZVPD.

The HOMO-LUMO gap is 0.2812 Ha. Its spin multiplicity is 1. The calculation puts the LUMO energy at -0.0050 hartree.

XYZ file:
```
20
Properties=species:S:1:pos:R:3:nbo_charge:R:1
C -0.5287 -0.3656 0.9889 -0.337
C -1.5883 0.3829 0.5922 0.104
C 0.4442 0.2792 -1.2802 0.138
C -2.7757 0.4343 1.5498 -0.644
C 1.3884 0.0047 -2.4170 -0.718
C 2.0085 -1.2731 1.1802 -0.915
N -1.6627 0.9156 -0.6662 -0.395
N -0.6637 0.8420 -1.5798 -0.363
P 0.7950 -0.1910 1.9493 0.706
H -3.6785 1.1131 1.4003 0.247
H -3.2573 -0.5566 1.3820 0.237
H -2.4563 0.5577 2.6562 0.231
H 0.8700 0.2877 -3.3396 0.190
H 2.2544 0.6456 -2.4475 0.233
H 1.7905 -1.0773 -2.4527 0.238
H 2.0142 -1.2537 0.0898 0.240
H 1.7171 -2.3091 1.4629 0.241
H 2.9187 -0.8360 1.6569 0.228
H -1.0378 1.3319 -2.4778 0.391
H 1.4479 1.0674 1.7523 -0.053
```

***

*B*
Computed, not measured: one molecule with the formula C6H11N2P, with wB97M-V/def2-TZVPD.

The HOMO-LUMO gap (spin up / spin down) is 0.2676 / 0.2676 Ha. Its spin multiplicity is 1. The calculation puts the LUMO energy (spin up / spin down) at -0.0235 / -0.0235 hartree.

XYZ file:
```
20
Properties=species:S:1:pos:R:3:nbo_charge:R:1
C 0.5476 1.3924 -0.0423 -0.298
C 0.7695 0.9602 1.2409 0.111
C -0.3075 -1.5273 -0.1765 0.048
C 1.3420 1.9175 2.2570 -0.618
C -0.7788 -2.9100 -0.4586 -0.716
C -0.4972 1.1084 -2.6184 -0.895
N 0.7261 -0.2777 1.6562 -0.360
N 0.2172 -1.3567 0.9950 -0.374
P -0.7209 1.9346 -0.9894 0.713
H 1.7158 1.3520 3.1059 0.244
H 2.1436 2.5074 1.8199 0.225
H 0.5587 2.5962 2.5906 0.220
H -0.3676 -3.2465 -1.4104 0.234
H -0.5193 -3.6363 0.3231 0.174
H -1.8636 -2.8878 -0.5711 0.235
H -0.5585 0.0318 -2.4499 0.260
H 0.4857 1.3582 -3.0130 0.244
H -1.2650 1.4349 -3.3176 0.228
H 0.3258 -2.1481 1.6534 0.357
H -1.9534 1.3969 -0.5947 -0.033
```

***

Question: which arrangement is favored energetically? Ranking from most to least stable: *B*, *A*.